{
  "formula": "C32H28BF5N7RuS",
  "method": "ωB97M-V with the def2-TZVPD basis set",
  "elements": ["Ru", "B", "N", "C", "C", "C", "N", "N", "C", "C", "C", "N", "H", "H", "H", "H", "H", "H", "H", "H", "N", "C", "C", "C", "C", "C", "C", "H", "H", "H", "H", "H", "H", "H", "C", "C", "C", "C", "C", "C", "C", "C", "H", "H", "H", "H", "H", "S", "C", "C", "C", "N", "C", "C", "C", "C", "C", "N", "C", "C", "H", "H", "H", "H", "H", "H", "H", "H", "F", "C", "F", "C", "F", "F", "F"],
  "positions_angstrom": [[-0.040, 0.024, 0.381], [2.545, 0.131, 3.044], [1.021, -0.001, 3.331], [0.504, -0.402, 4.494], [-0.841, -0.065, 4.533], [-1.076, 0.554, 3.313], [0.059, 0.611, 2.594], [2.872, -0.001, 1.495], [4.124, -0.078, 1.042], [4.123, -0.061, -0.348], [2.787, 0.035, -0.684], [2.045, 0.075, 0.434], [3.112, -0.770, 3.622], [2.934, 1.225, 3.405], [1.129, -0.890, 5.228], [-1.544, -0.252, 5.329], [-1.993, 0.946, 2.902], [4.944, -0.131, 1.744], [4.973, -0.110, -1.010], [2.316, 0.062, -1.654], [-0.508, 0.187, -2.282], [-0.544, -0.906, -3.197], [0.594, -1.285, -3.897], [0.553, -2.388, -4.741], [-0.621, -3.112, -4.895], [-1.757, -2.723, -4.196], [-1.722, -1.627, -3.348], [0.140, 0.913, -2.553], [-1.426, 0.592, -2.157], [1.515, -0.721, -3.781], [1.447, -2.679, -5.281], [-0.651, -3.972, -5.554], [-2.681, -3.278, -4.309], [-2.609, -1.330, -2.790], [0.023, 1.940, -0.125], [0.084, 3.152, -0.315], [0.135, 4.570, -0.462], [0.170, 5.375, 0.686], [0.218, 6.753, 0.563], [0.230, 7.339, -0.699], [0.195, 6.546, -1.841], [0.150, 5.167, -1.727], [0.161, 4.900, 1.659], [0.246, 7.374, 1.451], [0.266, 8.417, -0.793], [0.204, 7.007, -2.822], [0.124, 4.542, -2.610], [-6.658, -0.446, 0.037], [-4.935, -0.224, 0.262], [-4.222, 0.840, -0.369], [-2.876, 0.925, -0.283], [-2.092, -0.037, 0.391], [-2.811, -1.012, 1.111], [-4.156, -1.121, 1.055], [-6.631, -1.157, -1.609], [-6.271, -2.482, -1.805], [-6.200, -2.971, -3.104], [-6.467, -2.241, -4.189], [-6.829, -0.975, -3.980], [-6.925, -0.391, -2.720], [-4.758, 1.604, -0.922], [-2.349, 1.759, -0.719], [-2.236, -1.695, 1.709], [-4.639, -1.917, 1.610], [-6.037, -3.115, -0.957], [-5.913, -4.004, -3.284], [-7.046, -0.390, -4.869], [-7.224, 0.645, -2.609], [-0.191, -2.375, 1.620], [0.221, -2.138, 0.313], [1.524, -2.508, 0.252], [-0.489, -3.189, -0.561], [-0.390, -4.384, 0.023], [0.097, -3.242, -1.755], [-1.779, -2.901, -0.720]],
  "mulliken_charge": [1.524, 0.097, 0.163, -0.186, -1.173, -0.327, -0.063, -0.347, -0.144, -1.177, -0.387, 0.834, -0.129, -0.153, 0.464, 0.408, 0.625, 0.441, 0.428, 0.283, -0.152, 0.406, -0.411, -0.724, -0.615, -0.548, -0.633, 0.323, 0.343, 0.320, 0.389, 0.395, 0.423, 0.569, -0.615, 0.572, 0.148, -0.378, -0.577, -0.409, -0.555, -0.454, 0.468, 0.392, 0.385, 0.388, 0.415, -0.198, -0.023, -0.725, -1.036, 1.083, -0.797, -0.779, 0.314, -0.183, -0.461, -0.623, -0.409, -0.119, 0.397, 0.494, 0.541, 0.462, 0.386, 0.406, 0.369, 0.395, -0.308, 0.142, -0.249, 0.548, -0.298, -0.230, -0.146],
  "lumo_ev": [0.0, -3.2],
  "energy_ha": -2636.57909,
  "e_above_lowest_ev": 2.395,
  "e_homo_ev": [-5.7, -8.7],
  "s2": 8.8021,
  "multiplicity": 6
}

---

{
  "formula": "C5H7NO",
  "method": "ωB97M-V with the def2-TZVPD basis set",
  "elements": ["H", "N", "C", "O", "C", "C", "C", "C", "H", "H", "H", "H", "H", "H"],
  "positions_angstrom": [[-0.404, 3.144, 0.444], [0.376, 2.490, 0.414], [0.017, 1.284, 0.286], [-1.278, 0.825, 0.103], [-1.350, -0.617, 0.062], [0.072, -1.099, 0.263], [0.969, -0.754, -0.877], [0.948, 0.125, 0.341], [-1.749, -0.930, -0.917], [-2.046, -1.010, 0.816], [0.260, -1.942, 0.916], [0.498, -0.351, -1.771], [1.850, -1.361, -1.041], [1.837, 0.196, 0.961]],
  "mulliken_charge": [0.277, -0.684, 0.333, -0.412, -0.486, -0.117, -0.702, -0.023, 0.258, 0.306, 0.375, 0.218, 0.270, 0.387],
  "lumo_ev": 1.0,
  "energy_ha": -324.67992,
  "e_above_lowest_ev": 1.212,
  "smiles": "[H]/N=C1\\OC[C@H]2C[C@@H]12",
  "e_homo_ev": -9.8,
  "multiplicity": 1
}

---

{
  "formula": "C4H7NO",
  "method": "ωB97M-V with the def2-TZVPD basis set",
  "elements": ["C", "C", "C", "O", "C", "N", "H", "H", "H", "H", "H", "H", "H"],
  "positions_angstrom": [[-0.371, 1.680, 0.021], [-0.155, 0.274, -0.439], [0.884, -0.433, 0.036], [1.984, 0.252, 0.437], [-1.912, -1.290, 0.263], [-1.340, -2.235, -0.187], [-1.400, 1.989, -0.185], [-0.233, 1.713, 1.109], [0.325, 2.379, -0.437], [-0.802, -0.102, -1.215], [-0.450, -2.418, -0.627], [0.902, -1.495, 0.279], [2.569, -0.314, 0.946]],
  "mulliken_charge": [-1.121, -0.138, -0.275, -0.427, 0.076, -0.378, 0.348, 0.270, 0.312, 0.561, 0.317, 0.112, 0.343],
  "lumo_ev": 0.6,
  "energy_ha": -286.48352,
  "e_above_lowest_ev": 4.031,
  "e_homo_ev": -8.4,
  "multiplicity": 1
}

---

{
  "formula": "C4H9ClO2",
  "method": "ωB97M-V with the def2-TZVPD basis set",
  "elements": ["C", "C", "C", "C", "O", "O", "Cl", "H", "H", "H", "H", "H", "H", "H", "H", "H"],
  "positions_angstrom": [[0.822, 1.361, -1.716], [0.327, 1.211, 0.749], [-1.916, -2.536, 1.481], [0.626, 0.390, -0.486], [-1.825, -1.551, 0.583], [-0.771, -3.127, 1.558], [2.040, -0.692, -0.286], [0.969, 0.780, -2.670], [-0.074, 2.005, -1.671], [1.732, 2.028, -1.522], [-0.639, 1.842, 0.665], [0.239, 0.571, 1.608], [1.227, 1.799, 0.910], [-0.108, -0.324, -0.686], [-2.734, -1.103, 0.325], [0.085, -2.654, 1.159]],
  "mulliken_charge": [-1.109, -1.190, -0.131, 0.378, -0.303, -0.241, -0.236, 0.324, 0.327, 0.293, 0.300, 0.300, 0.378, 0.238, 0.360, 0.313],
  "lumo_ev": 0.5,
  "energy_ha": -768.40213,
  "e_above_lowest_ev": 1.896,
  "e_homo_ev": -9.3,
  "multiplicity": 1
}

---

{
  "formula": "C2H4O3",
  "method": "ωB97M-V with the def2-TZVPD basis set",
  "elements": ["O", "C", "O", "H", "H", "C", "O", "H", "H"],
  "positions_angstrom": [[1.068, 0.701, 1.536], [1.055, 1.084, 0.387], [1.258, 0.335, -0.671], [0.731, 2.096, 0.106], [1.141, -0.677, -0.381], [-1.187, -0.892, -0.264], [-1.232, -0.483, 0.886], [-1.365, -1.952, -0.510], [-1.469, -0.214, -1.090]],
  "mulliken_charge": [-0.462, 0.196, -0.430, 0.344, 0.356, -0.203, -0.347, 0.298, 0.249],
  "lumo_ev": 0.0,
  "energy_ha": -304.27126,
  "e_above_lowest_ev": 1.916,
  "smiles": "O=CO.C=O",
  "e_homo_ev": -10.5,
  "multiplicity": 1
}